Record 1
Formula: C48H78O21
Source: the OMol25 dataset
Level of theory: ωB97M-V with the def2-TZVPD basis set

```
! wB97M-V def2-TZVPD RIJCOSX def2/J DEFGRID3
* xyz 0 1
O -1.207 5.024 1.259
C -0.169 4.786 1.801
C 0.953 5.762 2.138
C 2.146 4.840 2.211
C 1.547 3.509 2.627
O 0.194 3.512 2.092
H 1.098 6.546 1.401
H 0.667 6.209 3.093
H 2.650 4.761 1.246
H 2.901 5.142 2.939
H 2.076 2.697 2.133
H 1.567 3.370 3.707
O -1.308 2.120 -4.718
C -1.257 0.930 -4.817
C -2.341 -0.087 -4.575
C -1.790 -1.376 -5.175
C -0.289 -1.092 -5.287
O -0.109 0.321 -5.219
H -2.372 -0.191 -3.485
H -3.274 0.243 -5.019
H -2.025 -2.275 -4.613
H -2.289 -1.549 -6.132
H 0.229 -1.536 -4.434
H 0.081 -1.478 -6.236
O 2.902 4.825 -2.376
C 1.808 4.423 -2.107
C 1.407 3.119 -1.451
C -0.098 3.034 -1.679
C -0.511 4.455 -2.071
O 0.707 5.166 -2.313
H 1.931 2.248 -1.835
H 1.598 3.181 -0.376
H -0.353 2.336 -2.470
H -0.576 2.721 -0.750
H -1.051 4.404 -3.021
H -1.086 5.016 -1.334
O -6.892 0.091 2.810
C -6.043 -0.572 2.279
C -5.606 -1.958 2.709
C -5.121 -2.563 1.384
C -4.616 -1.328 0.659
O -5.406 -0.221 1.171
H -4.744 -1.903 3.380
H -6.390 -2.511 3.218
H -4.292 -3.261 1.520
H -5.883 -3.102 0.821
H -3.577 -1.077 0.876
H -4.802 -1.390 -0.406
O -3.378 4.223 5.317
C -3.360 3.097 4.912
C -2.317 2.396 4.045
C -3.001 1.067 3.759
C -4.023 0.882 4.880
O -4.321 2.235 5.275
H -2.099 2.930 3.127
H -1.410 2.217 4.625
H -3.474 1.179 2.782
H -2.318 0.219 3.710
H -4.960 0.423 4.572
H -3.650 0.375 5.774
O 4.060 1.238 2.686
C 4.541 1.626 1.660
C 5.975 1.780 1.260
C 5.886 2.132 -0.234
C 4.437 2.628 -0.442
O 3.734 2.104 0.698
H 6.374 2.609 1.843
H 6.505 0.839 1.382
H 6.607 2.914 -0.470
H 6.075 1.276 -0.881
H 4.462 3.715 -0.434
H 4.002 2.212 -1.342
O -4.990 0.322 -2.275
C -4.797 1.462 -2.571
C -3.792 2.422 -1.963
C -4.256 3.770 -2.480
C -4.873 3.397 -3.824
O -5.433 2.079 -3.598
H -3.737 2.336 -0.882
H -2.862 2.076 -2.426
H -5.013 4.234 -1.848
H -3.479 4.522 -2.622
H -5.678 4.054 -4.143
H -4.131 3.303 -4.617
O 0.862 -3.289 1.297
C 1.027 -4.337 1.866
C 1.339 -5.692 1.263
C 0.979 -6.635 2.402
C 1.325 -5.769 3.602
O 0.874 -4.458 3.191
H 0.842 -5.895 0.320
H 2.420 -5.737 1.092
H -0.068 -6.931 2.345
H 1.578 -7.546 2.475
H 0.862 -6.072 4.542
H 2.381 -5.738 3.881
O -1.361 0.091 -1.350
C -0.655 0.007 -0.385
C 0.776 -0.460 -0.236
C 1.160 0.078 1.131
C -0.171 -0.154 1.846
O -1.149 0.222 0.852
H 0.775 -1.549 -0.295
H 1.434 -0.082 -1.020
H 2.012 -0.505 1.483
H 1.471 1.117 1.062
H -0.322 -1.169 2.210
H -0.365 0.555 2.652
C -3.187 -5.043 -1.728
C -1.933 -4.692 -0.919
C -1.854 -3.170 -1.068
O -3.073 -2.706 -1.589
C -3.540 -3.738 -2.466
H -4.021 -5.306 -1.076
H -3.091 -5.906 -2.389
H -1.016 -5.117 -1.335
H -1.985 -4.984 0.129
H -1.043 -2.849 -1.736
H -1.664 -2.749 -0.076
H -3.115 -3.640 -3.466
H -4.624 -3.644 -2.529
C 4.602 -2.098 3.061
C 3.096 -2.115 3.021
C 2.732 -3.372 3.823
O 3.829 -3.613 4.704
C 4.839 -2.620 4.486
H 5.029 -1.100 2.956
H 5.124 -2.741 2.351
H 2.669 -2.149 2.017
H 2.660 -1.244 3.512
H 2.644 -4.226 3.142
H 1.819 -3.246 4.408
H 5.829 -3.059 4.599
H 4.731 -1.804 5.205
C 4.932 -0.010 -4.843
C 3.728 -0.839 -4.484
C 2.899 0.232 -3.785
O 3.866 0.895 -2.944
C 5.138 0.852 -3.590
H 4.694 0.657 -5.676
H 5.813 -0.576 -5.151
H 4.002 -1.666 -3.826
H 3.254 -1.293 -5.356
H 2.105 -0.217 -3.184
H 2.433 0.987 -4.421
H 5.886 0.393 -2.938
H 5.469 1.847 -3.895
*
```

Results
DFT total energy: -3455.85016 hartree

***

Record 2
Formula: C48H79BIN7O15P
Source: the OMol25 dataset
Level of theory: ωB97M-V with the def2-TZVPD basis set

```
! wB97M-V def2-TZVPD RIJCOSX def2/J DEFGRID3
* xyz -1 1
C 4.033 -0.994 3.782
C 4.052 -0.502 2.335
C 2.720 -0.627 1.602
C 2.432 -2.135 1.313
C 2.748 0.152 0.305
C 3.974 0.614 -0.160
C 4.026 1.329 -1.330
C 2.896 1.598 -2.092
C 1.643 1.146 -1.646
C 0.414 1.460 -2.465
B 0.122 0.435 -3.619
O -0.910 0.741 -4.500
O 0.800 -0.761 -3.802
C 1.585 0.430 -0.439
C 0.234 -0.034 0.077
C -0.640 1.177 0.522
C -0.919 1.253 2.015
C -1.901 0.177 2.511
C -1.561 2.652 2.285
C 3.105 2.373 -3.344
O 2.546 2.091 -4.389
C 4.102 3.496 -3.219
C 3.938 4.750 -3.816
C 2.748 5.081 -4.679
C 1.521 5.328 -3.835
O 0.949 6.385 -3.806
C 4.930 5.703 -3.575
C 6.039 5.440 -2.773
P 7.330 6.682 -2.375
O 8.642 6.245 -3.245
I 6.460 8.766 -3.399
C 6.210 4.171 -2.203
C 7.445 3.920 -1.313
O 7.265 4.059 -0.087
O 8.489 3.623 -1.919
C 5.232 3.213 -2.438
C 5.324 1.853 -1.838
O 6.347 1.221 -1.790
H 3.780 -0.213 4.496
H 3.420 -1.882 3.938
H 5.051 -1.291 4.039
H 4.798 -1.095 1.803
H 4.435 0.515 2.321
H 1.934 -0.282 2.275
H 1.479 -2.427 1.752
H 3.198 -2.759 1.772
H 2.434 -2.354 0.248
H 4.912 0.440 0.347
H -0.480 1.604 -1.866
H 0.586 2.411 -2.964
H -1.502 -0.024 -4.558
H 1.583 -0.604 -4.343
H -0.267 -0.558 -0.735
H 0.338 -0.744 0.880
H -1.570 1.203 -0.050
H -0.099 2.089 0.261
H 0.003 1.236 2.598
H -2.479 0.521 3.367
H -1.361 -0.723 2.793
H -2.617 -0.029 1.715
H -0.824 3.394 2.586
H -1.992 3.001 1.343
H -2.382 2.601 2.995
H 2.911 5.945 -5.318
H 2.498 4.242 -5.328
H 1.123 4.499 -3.221
H 4.777 6.672 -4.031
H 9.331 6.119 -2.581
C -3.298 -3.475 1.782
C -2.496 -2.961 0.615
O -1.424 -2.392 0.755
N -3.004 -3.152 -0.636
C -4.246 -3.797 -1.009
H -2.768 -3.253 2.699
H -4.276 -2.985 1.813
H -3.422 -4.546 1.705
H -2.417 -2.787 -1.369
H -4.037 -4.649 -1.660
H -4.876 -3.093 -1.557
H -4.782 -4.145 -0.133
C 8.286 1.483 0.233
C 7.940 1.513 1.695
O 6.908 1.025 2.139
N 8.821 2.119 2.538
C 10.075 2.759 2.201
H 7.494 0.974 -0.305
H 8.371 2.498 -0.164
H 9.222 0.941 0.074
H 8.531 2.108 3.502
H 10.893 2.267 2.736
H 10.045 3.807 2.504
H 10.264 2.706 1.135
C -0.351 -6.568 2.514
C -1.512 -6.421 3.469
O -2.434 -5.644 3.245
N -1.508 -7.178 4.590
C -0.522 -8.149 5.020
H -0.505 -5.896 1.674
H 0.585 -6.301 3.004
H -0.290 -7.590 2.139
H -2.312 -7.020 5.185
H -0.995 -9.127 5.131
H -0.118 -7.852 5.989
H 0.291 -8.228 4.306
C -5.780 -7.050 7.660
C -4.946 -6.462 6.546
O -3.895 -5.873 6.755
N -5.397 -6.603 5.275
C -6.611 -7.259 4.819
H -5.283 -6.851 8.605
H -6.770 -6.593 7.681
H -5.880 -8.129 7.537
H -4.786 -6.186 4.585
H -6.348 -8.069 4.135
H -7.226 -6.538 4.282
H -7.185 -7.663 5.644
C -4.823 -0.369 -8.017
C -3.694 -0.141 -7.039
O -3.649 -0.718 -5.959
N -2.721 0.729 -7.393
C -2.594 1.501 -8.613
H -5.514 -1.087 -7.587
H -5.360 0.561 -8.207
H -4.442 -0.770 -8.957
H -2.004 0.827 -6.690
H -1.659 1.243 -9.113
H -2.571 2.565 -8.370
H -3.422 1.310 -9.289
C -10.299 -5.100 5.299
C -10.487 -6.563 4.975
O -9.686 -7.413 5.331
N -11.590 -6.912 4.262
C -12.643 -6.052 3.755
H -9.380 -4.986 5.866
H -10.220 -4.511 4.385
H -11.129 -4.730 5.902
H -11.654 -7.901 4.081
H -13.602 -6.361 4.175
H -12.698 -6.142 2.669
H -12.461 -5.015 4.014
C 0.940 9.661 -4.291
C 2.445 9.691 -4.417
O 3.085 8.699 -4.707
N 3.077 10.878 -4.191
C 2.493 12.154 -3.836
H 0.601 8.650 -4.497
H 0.633 9.933 -3.280
H 0.480 10.342 -5.010
H 4.079 10.822 -4.289
H 2.746 12.899 -4.594
H 2.895 12.489 -2.877
H 1.413 12.082 -3.759
*
```

Results
DFT total energy: -4052.53957 hartree

***

Number 1: orbital gap 9.69 eV. Number 2: orbital gap 6.71 eV.